# C17H25NO2

The molecule C17H25NO2 (ωB97M-V/def2-TZVPD, the Open Molecules 2025 dataset).

Each line ends with the natural charge from an NBO analysis.
CARTESIAN COORDINATES (ANGSTROEM)
C: -3.3492 -1.8336 -2.4016  -0.63
C: -3.1901 -1.3839 -0.9811  0.01
C: -3.8822 -2.0058 0.0462  -0.24
C: -3.7372 -1.5696 1.3522  -0.18
C: -2.9076 -0.5089 1.6693  -0.09
C: -2.2123 0.1227 0.6298  0.37
C: -2.3532 -0.3164 -0.6773  -0.33
H: -1.8091 0.1582 -1.4794  0.22
O: -1.3953 1.1634 1.0100  -0.52
C: -0.7740 1.9215 0.0014  -0.16
H: -1.4955 2.2987 -0.7324  0.21
C: 0.3515 1.1814 -0.7499  0.65
O: 0.6569 1.5176 -1.8764  -0.64
N: 0.9015 0.2216 0.0037  -0.62
H: 0.4650 0.1031 0.9102  0.40
C: 1.9392 -0.7736 -0.2469  -0.04
C: 2.8443 -0.8269 0.9980  -0.41
C: 3.3175 0.5364 1.5075  -0.40
C: 4.4545 1.1590 0.7043  -0.39
C: 4.1317 1.3547 -0.7742  -0.41
H: 4.9165 1.9766 -1.2110  0.21
H: 3.1884 1.8893 -0.8900  0.21
C: 4.0657 0.0331 -1.5383  -0.40
H: 4.3664 0.2026 -2.5745  0.21
H: 4.7861 -0.6672 -1.1091  0.19
C: 2.6753 -0.5993 -1.5849  -0.42
H: 2.7754 -1.5857 -2.0434  0.21
H: 2.0465 0.0023 -2.2380  0.26
H: 5.3460 0.5322 0.7924  0.19
H: 4.6930 2.1285 1.1492  0.21
H: 2.4740 1.2295 1.5209  0.20
H: 3.6553 0.4148 2.5401  0.21
H: 3.7007 -1.4664 0.7860  0.21
H: 2.2727 -1.3046 1.7997  0.20
H: 1.4142 -1.7418 -0.2985  0.20
H: -0.3281 2.7793 0.5159  0.22
C: -2.7344 -0.0282 3.0771  -0.62
H: -3.4275 -0.5329 3.7447  0.21
H: -1.7170 -0.2157 3.4204  0.21
H: -2.9023 1.0460 3.1299  0.22
H: -4.2813 -2.0640 2.1440  0.21
H: -4.5367 -2.8363 -0.1736  0.21
H: -3.5038 -2.9091 -2.4518  0.22
H: -2.4744 -1.5727 -2.9922  0.22
H: -4.2168 -1.3487 -2.8503  0.22

Output
F_max: 0.58 eV/A
HOMO energy: -8.46 eV
energy: -868.036189 Eh
2S+1: 1
SMILES: Cc1ccc(C)c(OCC(=O)NC2CCCCCC2)c1
LUMO: 0.73 eV
HOMO-LUMO gap: 9.188 eV